The following is a quantum chemistry calculation of one molecule with the formula C5H8O in a non-equilibrium geometry, from the Open Molecules 2025 dataset.

Relative energy (zero: lowest compared OMol25 entry of this formula, charge and spin) (eV): 2.0743
Highest occupied orbital energy (eV): -9.70
SMILES: O=CC1CCC1
E_tot (Ha): -270.48166
Orbital gap (eV): 10.55

Geometry as XYZ:
```
14
C5H8O, DFT wB97M-V/def2-TZVPD
O 2.82 -0.50 -0.52
C 2.00 0.32 -0.15
C 0.59 0.03 0.21
C -0.25 -1.17 -0.27
C -1.48 -0.22 -0.30
C -0.66 0.97 0.25
H 2.31 1.37 0.04
H 0.55 0.11 1.30
H -0.02 -1.65 -1.23
H -0.28 -1.97 0.48
H -1.84 -0.03 -1.32
H -2.32 -0.50 0.34
H -0.64 1.95 -0.21
H -0.91 1.12 1.32
```

These are the Löwdin partial charges, in e, on atoms 1 to 8:
1 O 0.05
2 C -0.23
3 C -0.27
4 C -0.12
5 C -0.16
6 C -0.15
7 H 0.12
8 H 0.13